(1)
{"formula": "C6H10O", "method": "ωB97M-V/def2-TZVPD", "total_charge": 0, "homo_lumo_gap_ev": 10.4, "total_energy_ha": -309.82440, "smiles": "C[C@H]1C=CC[C@H]1O", "e_lumo_ha": 0.038, "largest_force_ha_per_bohr": 0.023, "symbols": ["O", "C", "C", "C", "C", "C", "C", "H", "H", "H", "H", "H", "H", "H", "H", "H", "H"], "coordinates": [[0.93, -1.25, 1.14], [-0.74, 0.10, -0.03], [0.35, -0.98, -0.13], [0.11, 1.35, 0.09], [1.25, 1.16, -0.59], [-1.90, -0.21, 0.91], [1.36, -0.29, -1.05], [2.36, -0.74, -1.00], [-0.32, 2.29, 0.43], [1.91, 1.94, -0.94], [-1.55, -0.56, 1.89], [-1.08, 0.34, -1.05], [0.00, -1.95, -0.49], [-2.55, 0.65, 1.06], [1.41, -0.45, 1.39], [1.00, -0.38, -2.09], [-2.52, -1.02, 0.49]], "nbo_charge": [-0.7178, -0.2829, 0.1085, -0.1894, -0.2121, -0.6103, -0.4718, 0.2238, 0.2154, 0.2133, 0.2233, 0.2096, 0.1883, 0.2084, 0.4673, 0.2141, 0.2125]}

---

(2)
{"formula": "C5H6BrNS", "method": "ωB97M-V/def2-TZVPD", "total_charge": 0, "homo_lumo_gap_ev": 9.1, "total_energy_ha": -3220.95887, "e_lumo_ha": 0.021, "largest_force_ha_per_bohr": 0.070, "symbols": ["Br", "S", "N", "C", "C", "C", "C", "C", "H", "H", "H", "H", "H", "H"], "coordinates": [[-2.78, 0.36, -0.94], [2.32, 0.64, 2.37], [0.08, 0.45, 1.30], [-0.99, -1.62, -2.00], [1.98, 1.60, 1.04], [0.75, 1.34, 0.51], [-1.64, -1.15, -0.89], [0.76, -0.11, 2.29], [-1.01, -1.33, -3.01], [-0.78, 0.07, 1.05], [2.67, 1.97, 0.38], [-1.40, -1.53, 0.12], [0.21, 1.72, -0.24], [-0.17, -2.40, -1.98]], "nbo_charge": [0.0545, 0.4288, -0.5443, -0.3837, -0.4873, -0.0441, -0.3199, -0.2100, 0.2118, 0.4093, 0.2317, 0.2240, 0.2110, 0.2181]}

---

(3)
{"formula": "C14H38KNO6", "method": "ωB97M-V/def2-TZVPD", "total_charge": 0, "homo_lumo_gap_ev": 3.4, "total_energy_ha": -1662.09930, "e_lumo_ha": -0.057, "largest_force_ha_per_bohr": 0.055, "symbols": ["K", "O", "O", "O", "O", "O", "O", "N", "C", "C", "C", "C", "C", "C", "C", "C", "C", "C", "C", "C", "C", "C", "H", "H", "H", "H", "H", "H", "H", "H", "H", "H", "H", "H", "H", "H", "H", "H", "H", "H", "H", "H", "H", "H", "H", "H", "H", "H", "H", "H", "H", "H", "H", "H", "H", "H", "H", "H", "H", "H"], "coordinates": [[1.27, -2.69, 1.28], [-3.89, 4.51, -2.79], [5.06, -3.61, 3.61], [-3.04, -2.81, 0.29], [2.04, 2.78, -2.33], [1.49, 0.71, 4.07], [-0.52, -3.08, -3.08], [-0.65, 3.63, -1.01], [-1.95, -4.33, -4.58], [1.25, 2.05, -1.33], [-2.57, 3.92, -2.63], [-0.31, 2.22, -1.40], [-5.01, 3.70, -2.36], [6.37, -3.13, 3.88], [-0.58, -4.16, -3.96], [-4.34, -2.31, 0.13], [1.47, 0.39, 5.42], [6.60, -2.83, 5.32], [2.31, 1.35, 6.19], [1.79, 2.44, -3.71], [-4.47, -1.27, -0.94], [-2.07, 3.93, -1.18], [-0.51, 1.95, -2.44], [-0.25, -5.07, -3.45], [6.55, -2.18, 3.38], [6.53, -3.76, 5.88], [-5.12, -3.07, 0.03], [-5.04, 2.72, -2.84], [7.12, -3.83, 3.52], [5.86, -2.16, 5.76], [0.83, 2.73, -4.13], [-0.08, 4.33, -1.45], [-5.10, 3.45, -1.30], [-5.49, -0.89, -0.97], [-4.61, -1.89, 1.10], [-2.26, -3.45, -5.14], [-2.50, 2.93, -3.08], [-3.77, -0.46, -0.78], [-2.66, 3.20, -0.61], [-5.95, 4.20, -2.59], [7.56, -2.34, 5.50], [5.14, -4.08, 2.78], [1.80, -0.64, 5.59], [-4.20, -1.62, -1.94], [0.44, 0.42, 5.78], [-0.73, 1.48, -0.72], [-1.83, 4.48, -3.19], [-2.15, -5.25, -5.15], [-2.61, -4.23, -3.72], [-1.24, -3.30, -2.49], [2.07, 2.39, 5.95], [3.37, 1.26, 5.96], [2.54, 2.84, -4.40], [1.51, 2.35, -0.31], [1.90, 1.38, -3.91], [-2.44, 4.81, -0.65], [1.22, 1.63, 4.07], [1.51, 0.99, -1.42], [0.15, -3.95, -4.75], [2.20, 1.22, 7.27]], "nbo_charge": [0.9797, -0.5426, -0.7263, -1.0308, -0.5513, -0.7218, -0.7240, -0.6385, -0.6459, -0.0607, -0.0762, -0.2494, -0.2611, -0.0654, -0.0588, -0.0571, -0.0666, -0.6275, -0.6333, -0.2661, -0.6222, -0.2579, 0.1743, 0.1434, 0.1515, 0.2087, 0.0980, 0.1736, 0.1625, 0.2130, 0.1720, 0.3664, 0.1696, 0.1768, 0.0999, 0.2125, 0.1676, 0.1809, 0.1895, 0.1923, 0.2218, 0.4638, 0.1702, 0.1808, 0.1583, 0.2084, 0.1727, 0.2160, 0.2112, 0.4784, 0.1999, 0.2095, 0.1970, 0.1910, 0.1673, 0.2071, 0.4675, 0.1527, 0.1604, 0.2175]}

---

(4)
{"formula": "C24H40IrN16O", "method": "ωB97M-V/def2-TZVPD", "total_charge": 2, "homo_lumo_gap_ev": [7.0, 5.2], "total_energy_ha": -1993.61925, "e_lumo_ha": [-0.246, -0.316], "spin_multiplicity": 2, "largest_force_ha_per_bohr": 0.039, "symbols": ["Ir", "O", "N", "N", "N", "N", "N", "N", "N", "N", "N", "N", "N", "N", "N", "N", "N", "N", "C", "C", "C", "C", "C", "C", "C", "C", "C", "C", "C", "C", "C", "C", "C", "C", "C", "C", "C", "C", "C", "C", "C", "C", "H", "H", "H", "H", "H", "H", "H", "H", "H", "H", "H", "H", "H", "H", "H", "H", "H", "H", "H", "H", "H", "H", "H", "H", "H", "H", "H", "H", "H", "H", "H", "H", "H", "H", "H", "H", "H", "H", "H", "H"], "coordinates": [[-0.88, -0.59, -0.35], [0.93, -0.13, -1.42], [2.18, -2.75, 0.93], [-4.41, -1.56, 1.58], [-1.84, -1.73, -1.64], [-2.55, -0.82, 0.69], [-3.31, -2.79, -2.87], [-3.74, -0.80, 2.46], [-2.10, 2.45, -0.16], [-0.51, 1.09, 0.87], [0.04, -3.60, 0.72], [-1.30, -1.97, -2.89], [-2.64, -0.36, 1.97], [-2.17, -2.58, -3.58], [2.75, 1.20, -1.65], [-1.58, 2.84, 2.05], [0.31, -1.32, 1.11], [-3.94, -2.25, -0.64], [-1.68, 2.24, -1.53], [0.35, -4.66, -0.25], [1.94, 2.98, -3.10], [2.07, 1.58, 3.46], [-1.61, 2.25, 3.39], [1.61, -0.78, 3.13], [1.33, 1.90, -4.03], [2.27, 0.73, -4.40], [0.48, 0.93, 1.78], [2.20, 0.22, 3.85], [1.21, 1.93, 2.46], [3.15, -1.69, 0.67], [0.86, -2.58, 0.93], [0.83, -0.44, 2.00], [-3.08, -2.27, -1.70], [2.12, 2.53, -1.65], [-1.38, 2.15, 0.92], [-3.65, -1.57, 0.51], [-1.82, 4.28, 2.02], [-1.31, -3.65, 1.25], [2.28, -0.44, -3.37], [1.95, 0.18, -2.05], [-3.47, 2.96, -0.02], [2.80, -4.03, 1.27], [2.65, 2.33, 3.97], [3.62, 1.23, -2.18], [1.04, 2.39, -4.96], [2.05, -4.74, 1.62], [-2.04, -3.55, 0.44], [-1.09, 4.76, 2.67], [-2.53, 2.59, 3.88], [1.24, -4.40, -0.82], [3.26, -0.93, -3.34], [-1.46, -4.61, 1.73], [1.72, -1.82, 3.42], [1.32, 3.87, -3.13], [2.67, -0.84, 0.20], [-0.77, 1.64, -1.58], [-3.55, 4.00, -0.33], [1.53, -1.19, -3.61], [2.78, -0.03, 4.73], [1.97, 0.32, -5.36], [3.32, -4.45, 0.42], [3.62, -1.37, 1.59], [1.17, 2.44, -1.13], [2.75, 3.23, -1.09], [-2.47, 1.73, -2.08], [-0.49, -4.73, -0.94], [0.49, -5.63, 0.23], [-1.48, 3.20, -2.01], [3.28, 1.11, -4.53], [3.92, -2.09, 0.00], [-4.82, -2.73, -0.71], [-3.81, 2.85, 1.00], [1.08, 2.97, 2.18], [-1.46, -2.86, 1.99], [-0.76, 2.59, 3.99], [-1.70, 4.67, 1.01], [-1.63, 1.17, 3.33], [0.41, 1.50, -3.60], [2.91, 3.27, -3.50], [-2.82, 4.52, 2.39], [-4.11, 2.36, -0.67], [3.51, -3.85, 2.07]], "mulliken_charge": [1.0647, -0.6464, 0.1888, -0.5405, 1.2341, 0.6495, -0.4791, -0.8583, 0.3792, 0.6547, 0.1760, -0.3430, 0.0739, -0.5599, 0.0742, 0.3445, 0.4092, 0.0522, -0.4749, -1.1103, -0.9831, -0.7623, -0.8355, -0.9024, -0.1409, -0.9556, 0.2149, -0.5964, -0.4534, -0.8029, -0.1129, 0.4138, 0.0461, 0.3991, -0.4410, 0.0477, -1.2252, -1.1343, -0.7039, -0.6956, -1.1899, -1.2752, 0.5136, 0.4595, 0.4457, 0.4391, 0.2995, 0.4092, 0.4369, 0.3802, 0.4367, 0.5677, 0.5620, 0.4517, 0.1387, -0.3938, 0.3881, 0.4080, 0.4960, 0.4569, 0.4250, 0.3407, -0.5181, 0.4780, 0.4266, 0.3789, 0.3416, 0.4253, 0.3466, 0.4500, 0.2657, 0.4227, 0.5509, 0.1953, 0.3329, 0.3433, 0.2140, -0.0481, 0.3499, 0.4141, 0.3732, 0.3966]}